(1)
Molecular formula: C4H6N2O
Method: DFT, ωB97M-V with the def2-TZVPD basis set

The calculation puts the LUMO energy at 0.76 eV. As for the HOMO-LUMO gap: 9.15 eV. Its SMILES is Nc1cocc1N. The energy above the lowest of the compared OMol25 structures with the same formula, charge and spin comes out at 4.532 eV.

Each line ends with the natural charge from an NBO analysis.
Atoms and positions in Å:
N  1.21216  1.39784  -0.05453  -0.8202
C  -0.09698  0.82119  0.24820  0.0118
C  -1.35507  1.07783  0.12972  0.0510
O  -2.11006  -0.11009  0.00850  -0.4155
C  -1.15093  -1.06673  -0.15943  0.0708
C  0.10142  -0.49939  -0.00992  0.0081
N  1.34740  -1.24778  0.06300  -0.8119
H  1.26059  2.43166  -0.66139  0.3675
H  1.51611  0.71227  -0.81647  0.3849
H  -1.79812  2.02689  0.37991  0.2027
H  -1.58438  -2.19440  -0.39593  0.2082
H  1.08106  -2.26054  0.04182  0.3714
H  1.57680  -1.08875  1.22652  0.3712

---

(2)
Molecular formula: C4H8N2O
Method: DFT, ωB97M-V with the def2-TZVPD basis set

The calculation puts the LUMO energy at 1.05 eV. As for the HOMO-LUMO gap: 9.92 eV. Its SMILES is C[C@H](O)c1c[nH][nH]1. The energy above the lowest of the compared OMol25 structures with the same formula, charge and spin comes out at 4.724 eV.

Each line ends with the natural charge from an NBO analysis.
Atoms and positions in Å:
C  1.73070  0.16102  -0.20201  -0.6208
C  0.39957  0.61326  -0.75943  0.0507
O  0.29183  1.98943  -0.48824  -0.7088
C  -0.70809  -0.16040  -0.17166  0.0492
C  -1.03337  -1.09141  0.72461  -0.0815
N  -2.46251  -0.96168  0.63090  -0.4489
N  -2.23378  0.27667  -0.17386  -0.4655
H  1.40578  -0.72407  0.39388  0.2023
H  2.25211  0.79816  0.52064  0.2374
H  2.30687  -0.11747  -1.05743  0.2207
H  0.17312  0.47850  -1.90795  0.1765
H  -0.35879  2.08107  0.19143  0.4770
H  -0.57819  -1.75047  1.36374  0.2004
H  -2.92135  -0.82021  1.50499  0.3583
H  -2.66698  0.22092  -1.09085  0.3531

---

Number 1: strongest force on any atom 7.14 eV Å⁻¹. Number 2: strongest force on any atom 3.88 eV Å⁻¹.